ORCA calculation (wB97M-V/def2-TZVPD) on a molecular structure, C8H27N4O9Tl at a distorted geometry.

```
! wB97M-V def2-TZVPD RIJCOSX def2/J DEFGRID3
* xyz 2 1
Tl 3.16 0.20 0.14
O 1.07 -0.04 0.13
H 0.11 0.16 0.14
C -1.42 2.77 0.49
C -2.16 1.54 1.02
O -1.84 0.47 0.08
O -1.91 3.40 -0.65
H -0.39 2.46 0.30
H -1.32 3.46 1.32
H -3.21 1.81 1.03
H -1.93 1.33 2.06
H -0.90 0.30 0.18
H -2.00 2.75 -1.36
C -0.63 2.35 -2.35
C 0.62 1.56 -1.82
O 0.41 0.19 -1.66
O -1.71 1.83 -1.69
H -0.63 2.16 -3.42
H -0.50 3.39 -2.04
H 0.93 1.99 -0.87
H 1.56 1.76 -2.34
H 0.81 -0.18 -0.87
H -1.51 0.98 -1.29
C -1.31 -3.18 0.30
C -0.84 -1.70 -0.03
O -0.35 -0.99 1.11
O -2.15 -3.06 1.35
H -0.40 -3.75 0.50
H -1.84 -3.65 -0.53
H -1.63 -1.00 -0.30
H -0.05 -1.70 -0.78
H 0.47 -0.58 0.82
H -2.03 -2.21 1.79
C 1.63 0.24 2.63
O 2.72 -0.09 2.22
N 1.40 0.50 3.88
N 0.51 0.35 1.89
H 0.48 0.76 4.20
H 2.14 0.64 4.56
H 0.62 0.16 0.91
H -0.41 0.50 2.29
C 2.11 -2.11 -1.28
O 2.78 -1.77 -0.33
N 2.00 -3.32 -1.66
N 1.31 -1.27 -1.91
H 1.39 -3.43 -2.46
H 2.49 -4.06 -1.17
H 0.92 -1.66 -2.75
H 1.42 -0.28 -1.75
*
```

* HOMO energy: -15.4 eV
* orbital gap: 3.24 eV
* largest force on an atom: 19.58 eV Å⁻¹
* M: 527.71 g mol⁻¹

Charges obtained by Löwdin population analysis, quoted in units of e: 1.36 -0.08 0.11 -0.19 -0.06 -0.08 0.01 0.11 0.15 0.16 0.13 0.00 -0.22 -0.07 -0.09 -0.10 0.07 0.16 0.17 0.11 0.16 -0.21 0.08 -0.19 -0.08 -0.04 0.01 0.12 0.14 0.12 0.11 -0.20 0.09 -0.55 0.01 0.26 0.21 0.15 0.16 -0.31 0.15 -0.66 -0.02 0.28 0.14 0.15 0.17 0.19 -0.05

***

ORCA calculation (wB97M-V/def2-TZVPD) on a molecular structure, C8H28BKO8 at a distorted geometry.

```
! wB97M-V def2-TZVPD RIJCOSX def2/J DEFGRID3
* xyz 0 1
K -0.46 -0.03 0.89
B -1.19 -2.90 0.60
H -1.25 -2.81 1.76
H -0.23 -2.47 0.18
H -1.43 -3.96 0.24
H -1.99 -2.20 0.19
C 1.32 0.79 4.10
C 1.55 2.07 3.33
O 2.92 2.00 2.87
O 1.27 -0.32 3.21
H 0.38 0.82 4.64
H 2.18 0.68 4.77
H 1.48 2.93 3.99
H 0.91 2.19 2.46
H 3.18 2.83 2.48
H 2.05 -0.33 2.64
C -2.27 3.32 -1.24
C -0.91 3.11 -0.60
O -1.08 2.50 0.67
O -2.84 2.12 -1.74
H -2.09 4.00 -2.09
H -3.01 3.86 -0.63
H -0.43 4.10 -0.56
H -0.32 2.46 -1.24
H -1.31 3.14 1.35
H -3.06 1.54 -1.00
C 2.83 -1.92 -0.45
C 3.02 -0.46 -0.04
O 1.98 0.38 -0.51
O 2.94 -2.05 -1.86
H 1.89 -2.37 -0.12
H 3.63 -2.50 0.04
H 4.00 -0.08 -0.32
H 3.02 -0.38 1.04
H 1.90 0.38 -1.47
H 3.40 -2.88 -2.03
C -3.02 -1.89 -2.75
C -1.63 -1.29 -3.03
O -0.82 -1.05 -1.87
O -3.04 -3.15 -2.14
H -3.47 -2.01 -3.75
H -3.64 -1.14 -2.24
H -1.84 -0.31 -3.45
H -1.15 -1.90 -3.79
H -0.73 -1.80 -1.26
H -2.63 -3.04 -1.27
*
```

* HOMO energy: -8.9 eV
* orbital gap: 8.40 eV
* largest force on an atom: 2.65 eV Å⁻¹
* M: 302.21 g mol⁻¹
* energy relative to the best compared isomer or geometry (same formula, charge and spin): 0.41 kcal/mol

Charges obtained by Löwdin population analysis, quoted in units of e: 0.82 -0.41 -0.03 -0.10 -0.02 -0.06 -0.22 -0.22 -0.07 -0.10 0.13 0.13 0.12 0.10 0.09 0.05 -0.24 -0.22 -0.17 -0.05 0.12 0.12 0.13 0.13 0.10 0.08 -0.22 -0.22 -0.11 -0.05 0.10 0.13 0.13 0.09 0.10 0.09 -0.27 -0.22 -0.14 -0.07 0.12 0.11 0.11 0.12 0.00 0.02

***

ORCA calculation (wB97M-V/def2-TZVPD) on 6 unconnected molecules or ions with the total composition C8H28N8O8 at a distorted geometry.

```
! wB97M-V def2-TZVPD RIJCOSX def2/J DEFGRID3
* xyz 0 1
N -2.44 -2.92 1.96
C -1.43 -2.94 2.81
N -1.85 -3.07 4.01
O -0.27 -2.89 2.46
H -3.38 -3.23 2.17
H -2.25 -2.92 0.97
H -2.83 -3.28 4.16
H -1.21 -3.19 4.78
N 2.19 1.72 -1.76
C 2.93 0.63 -1.66
N 3.34 0.46 -0.47
O 3.30 -0.08 -2.52
H 2.13 2.07 -2.71
H 1.92 2.24 -0.94
H 3.93 -0.33 -0.26
H 2.90 1.02 0.24
N -0.65 -3.14 -3.77
C -0.22 -2.50 -4.86
N -0.05 -3.37 -5.86
O -0.15 -1.27 -4.98
H -0.62 -2.63 -2.90
H -0.90 -4.12 -3.80
H -0.05 -2.93 -6.77
H -0.33 -4.32 -5.67
N -0.20 -0.57 -1.75
C -0.60 -1.09 -0.60
N 0.16 -0.79 0.41
O -1.58 -1.81 -0.53
H -0.72 -0.70 -2.61
H 0.75 -0.26 -1.88
H 0.90 -0.11 0.36
H -0.06 -1.42 1.16
O 1.84 1.63 1.77
C 1.72 1.80 3.21
C 0.42 1.13 3.56
O -0.69 1.98 3.29
H 1.19 2.22 1.39
H 2.51 1.24 3.70
H 1.70 2.87 3.42
H 0.58 0.81 4.59
H 0.34 0.17 3.06
H -1.51 1.61 3.62
O -0.38 3.66 -1.64
C -1.43 2.95 -1.01
C -1.38 3.42 0.51
O -0.14 3.11 1.11
H 0.29 3.73 -0.96
H -2.45 3.05 -1.39
H -1.29 1.87 -1.05
H -2.22 2.99 1.04
H -1.38 4.51 0.59
H -0.39 2.96 2.03
*
```

* HOMO energy: -9.3 eV
* orbital gap: 9.56 eV
* largest force on an atom: 6.04 eV Å⁻¹
* SMILES: NC(N)=O.NC(N)=O.NC(N)=O.NC(N)=O.OCCO.OCCO
* M: 364.36 g mol⁻¹
* energy relative to the best compared isomer or geometry (same formula, charge and spin): 44.46 kcal/mol

Charges obtained by Löwdin population analysis, quoted in units of e: 0.16 -0.78 0.16 0.03 0.11 0.07 0.11 0.12 0.18 -0.88 0.18 0.09 0.13 0.09 0.14 0.06 0.16 -0.72 0.14 0.02 0.08 0.11 0.11 0.10 0.18 -0.75 0.21 0.02 0.09 0.08 0.08 0.07 -0.12 -0.17 -0.22 -0.05 0.01 0.13 0.13 0.12 0.11 0.12 -0.06 -0.19 -0.19 -0.12 0.05 0.12 0.09 0.12 0.12 0.03